A) Entry from the OMol25 dataset: the ion C2HO4 with charge -1 (ωB97M-V with the def2-TZVPD basis set).

Properties
Orbital gap (eV): 9.717
Charge: -1
SMILES: O=COC(=O)[O-]
2S+1: 1

Atoms and positions in Å:
C1 -0.526 0.167 0.044
C2 -2.804 0.274 0.089
O1 -3.282 -0.074 1.144
O2 -1.289 1.113 0.435
O3 -3.016 0.450 -1.059
O4 -0.923 -0.949 -0.332
H1 0.531 0.389 -0.089



B) Entry from the OMol25 dataset: the ion C2HO4 with charge -1 (ωB97M-V with the def2-TZVPD basis set).

Properties
Orbital gap (eV): 9.024
Charge: -1
SMILES: O=C([O-])C1OO1
2S+1: 1

Atoms and positions in Å:
C1 0.045 -1.093 0.014
C2 0.025 0.478 -0.188
O1 0.572 -1.574 0.999
O2 -0.524 -1.573 -0.969
O3 -0.880 1.301 0.437
O4 0.437 1.640 0.885
H1 0.325 0.821 -1.178



A) comes first in stability; the runner-up is 4.343 eV higher.



A) Entry from the OMol25 dataset: an isolated molecule of H4NP3 (ωB97M-V with the def2-TZVPD basis set).

Properties
Orbital gap (eV): 7.491
SMILES: [H]/P=N/[PH]#[PH2]
2S+1: 1

Atoms and positions in Å:
N1 0.689 0.301 -0.778
P1 1.703 1.445 -1.175
P2 -1.533 -0.648 0.898
P3 0.654 -0.625 0.699
H1 0.970 2.031 -2.241
H2 -1.680 -1.978 1.281
H3 -1.663 -0.977 -0.405
H4 0.861 0.451 1.719



B) Entry from the OMol25 dataset: a structure of composition H4NP3 (ωB97M-V with the def2-TZVPD basis set).

Properties
Orbital gap (eV): 8.617
2S+1: 1

Atoms and positions in Å:
N1 1.690 0.181 0.829
P1 2.620 0.067 -0.414
P2 -1.336 0.394 -0.249
P3 0.222 -1.204 0.289
H1 3.804 0.830 0.072
H2 -0.435 1.307 -0.680
H3 -1.497 1.209 0.864
H4 -0.343 -1.091 1.615



A) comes first in stability; the runner-up is 0.969 eV higher.



A) Entry from the OMol25 dataset: an isolated molecule of CH6N2O2S (ωB97M-V with the def2-TZVPD basis set).

Properties
Orbital gap (eV): 9.994
SMILES: CO[S@@](=N)(N)=O
2S+1: 1

Atoms and positions in Å:
C1 -1.387 -0.151 -0.714
N1 2.244 0.314 0.143
N2 0.039 0.646 1.837
O1 0.684 -1.639 0.992
O2 0.016 0.114 -0.642
S1 0.900 -0.262 0.690
H1 -1.774 0.047 -1.755
H2 -1.829 0.339 0.136
H3 -1.534 -1.182 -0.645
H4 2.372 0.086 -0.852
H5 0.242 0.193 2.757
H6 0.378 1.621 2.094



B) Entry from the OMol25 dataset: a structure of composition CH6N2O2S (ωB97M-V with the def2-TZVPD basis set).

Properties
Orbital gap (eV): 8.078
2S+1: 1

Atoms and positions in Å:
C1 -0.047 0.302 0.639
N1 -1.350 0.151 0.949
N2 0.605 -0.870 0.281
O1 -1.301 0.658 -1.627
O2 1.637 0.326 -1.797
S1 -0.177 1.355 -1.117
H1 0.511 0.846 1.364
H2 -2.030 0.892 1.137
H3 -1.751 -0.722 0.446
H4 2.243 1.057 -1.842
H5 1.612 -0.860 0.087
H6 -0.070 -1.464 -0.311



A) comes first in stability; the runner-up is 0.431 eV higher.